C46H59N9O5PSeZr as an isolated structure in a non-equilibrium geometry, computed with ωB97M-V/def2-TZVPD.

CARTESIAN COORDINATES (ANGSTROEM)
Zr  0.00  0.00  0.00
O  -2.23  5.59  4.29
C  -1.91  4.45  4.74
O  -1.91  4.09  5.96
C  -1.48  3.43  3.73
C  -1.10  2.16  4.07
C  -0.71  1.25  3.05
N  -0.58  1.32  1.59
C  -1.01  2.69  1.42
C  -1.43  3.68  2.38
C  -1.02  3.14  0.08
C  -1.35  4.35  -0.53
C  -1.25  4.45  -1.91
C  -0.82  3.35  -2.64
C  -0.52  2.20  -1.92
N  -0.62  2.10  -0.58
C  -0.34  -0.03  3.46
C  -0.23  -0.73  4.65
C  0.21  -2.05  4.57
C  0.50  -2.58  3.32
C  0.35  -1.75  2.21
N  -0.07  -0.47  2.28
H  -1.12  1.88  5.12
H  -1.72  4.68  2.07
H  -1.69  5.21  0.04
H  -1.50  5.38  -2.41
H  -0.72  3.38  -3.71
H  -0.18  1.30  -2.42
H  -0.47  -0.27  5.60
H  0.31  -2.65  5.46
H  0.84  -3.60  3.20
H  0.56  -2.11  1.20
O  1.68  -1.25  0.25
H  2.49  -1.08  0.79
H  1.84  -2.14  -0.16
O  -0.30  -1.02  -1.47
C  -4.28  -7.28  2.93
C  -3.55  -6.06  2.43
C  -3.70  -5.64  1.11
C  -3.02  -4.50  0.64
C  -3.20  -4.07  -0.79
C  -2.19  -3.77  1.52
Se  -1.26  -2.20  0.87
C  -2.04  -4.20  2.87
C  -1.17  -3.49  3.87
C  -2.73  -5.34  3.30
H  -4.89  -7.75  2.13
H  -4.94  -7.00  3.77
H  -3.54  -8.03  3.29
H  -4.34  -6.20  0.44
H  -3.89  -4.75  -1.34
H  -2.22  -4.08  -1.31
H  -3.63  -3.05  -0.82
H  -0.66  -2.60  3.46
H  -0.39  -4.18  4.25
H  -1.80  -3.16  4.73
H  -2.62  -5.68  4.33
N  -4.74  0.96  -5.51
C  -4.52  1.63  -4.35
O  -5.22  2.60  -4.10
C  -3.47  1.22  -3.37
C  -3.30  2.02  -2.12
C  -2.35  1.67  -1.23
N  -1.52  0.54  -1.47
C  -1.63  -0.18  -2.54
C  -2.65  0.16  -3.56
H  -5.48  1.27  -6.16
H  -4.20  0.13  -5.79
H  -3.92  2.88  -1.92
H  -2.23  2.24  -0.32
H  -0.98  -1.03  -2.69
H  -2.70  -0.48  -4.43
N  1.82  0.31  -1.16
P  3.37  0.45  -1.74
N  3.30  0.28  -3.38
C  2.43  -0.76  -3.95
C  1.18  -0.19  -4.63
C  1.54  0.71  -5.81
C  2.96  1.23  -5.70
C  3.36  1.47  -4.24
N  4.26  -0.74  -1.06
C  5.72  -0.72  -0.95
C  6.39  -1.47  -2.09
C  5.94  -2.93  -2.10
C  4.42  -3.02  -2.08
C  3.80  -2.13  -1.00
N  3.94  1.93  -1.31
C  5.23  2.48  -1.72
C  5.12  3.92  -2.22
C  4.56  4.86  -1.17
C  3.82  4.11  -0.06
C  3.09  2.88  -0.59
H  2.11  -1.47  -3.19
H  3.00  -1.34  -4.68
H  0.59  0.38  -3.90
H  0.53  -1.01  -4.97
H  0.83  1.54  -5.85
H  1.43  0.16  -6.75
H  3.06  2.16  -6.27
H  3.66  0.52  -6.16
H  2.70  2.25  -3.83
H  4.38  1.86  -4.25
H  6.01  -1.17  0.00
H  6.12  0.29  -0.90
H  7.48  -1.42  -1.98
H  6.14  -1.00  -3.05
H  6.35  -3.43  -1.21
H  6.34  -3.45  -2.97
H  4.12  -4.06  -1.91
H  4.04  -2.74  -3.07
H  4.04  -2.54  -0.01
H  2.71  -2.18  -1.07
H  5.68  1.86  -2.50
H  5.92  2.45  -0.86
H  4.48  3.95  -3.11
H  6.11  4.27  -2.54
H  3.88  5.57  -1.65
H  5.36  5.46  -0.72
H  3.12  4.79  0.44
H  4.54  3.80  0.71
H  2.28  3.21  -1.27
H  2.62  2.39  0.26

Values from the calculation:
Frontier orbital gap (alpha / beta), eV: 4.4 / 4.4
Charge: -1
Energy relative to the best compared isomer or geometry (same formula, charge and spin), kJ/mol: 2640.2
M, g mol⁻¹: 1019.2
HOMO (alpha / beta), eV: -3.279 / -3.280
LUMO energy (alpha / beta), eV: 1.1592 / 1.1594

---

C46H60FHgN9O5 as an isolated structure in a non-equilibrium geometry, computed with ωB97M-V/def2-TZVPD.

CARTESIAN COORDINATES (ANGSTROEM)
Hg  -2.64  0.33  -0.05
C  3.96  3.76  2.51
C  2.85  2.83  2.94
N  2.13  2.43  1.73
C  0.79  2.82  1.59
C  -0.14  2.13  0.88
C  -1.43  3.05  0.61
O  -1.40  4.21  0.84
O  -2.34  2.50  -0.03
C  0.26  0.88  0.32
O  -0.56  0.02  -0.24
C  1.67  0.54  0.25
C  2.10  -0.60  -0.47
C  3.37  -1.05  -0.47
F  3.72  -2.15  -1.13
C  4.32  -0.29  0.34
C  3.91  0.80  1.06
C  2.52  1.27  1.05
N  5.58  -0.89  0.69
C  6.45  -0.26  1.67
C  7.27  0.78  0.94
N  8.19  0.09  0.04
C  7.34  -0.71  -1.01
C  6.35  -1.65  -0.23
H  3.64  4.82  2.56
H  4.43  3.40  1.58
H  4.71  3.70  3.28
H  2.10  3.30  3.56
H  3.26  1.95  3.38
H  0.46  3.73  2.11
H  1.37  -1.09  -1.11
H  4.70  1.21  1.65
H  6.99  -1.11  2.10
H  5.89  0.23  2.48
H  7.90  1.38  1.63
H  6.69  1.46  0.28
H  8.66  -0.65  0.72
H  8.85  0.78  -0.50
H  8.11  -1.30  -1.57
H  6.89  0.04  -1.64
H  6.88  -2.41  0.37
H  5.83  -2.25  -1.00
C  -3.09  -3.63  0.84
C  -3.59  -2.89  2.02
C  -3.36  -3.50  3.26
C  -3.50  -2.78  4.44
C  -3.83  -1.40  4.41
C  -4.27  -0.81  3.22
C  -4.47  0.72  3.12
C  -4.13  -1.60  2.03
N  -4.43  -0.99  0.79
C  -5.32  -1.32  0.00
C  -6.40  -2.27  0.23
C  -5.41  -0.48  -1.26
C  -6.63  -0.57  -2.18
N  -4.35  0.12  -1.55
C  -4.13  0.79  -2.84
C  -3.49  0.01  -3.77
C  -3.36  -1.44  -3.65
C  -3.00  0.62  -4.90
C  -3.09  1.97  -5.01
C  -3.76  2.75  -4.09
C  -4.30  2.17  -2.96
C  -4.82  2.98  -1.85
H  -2.04  -3.81  1.04
H  -3.08  -3.09  -0.10
H  -3.62  -4.58  0.66
H  -3.08  -4.54  3.32
H  -3.36  -3.25  5.38
H  -3.78  -0.69  5.22
H  -3.98  1.10  4.04
H  -5.45  1.09  2.82
H  -3.90  1.05  2.17
H  -7.23  -1.59  0.42
H  -6.30  -3.01  1.04
H  -6.70  -2.87  -0.63
H  -7.00  0.44  -2.18
H  -7.38  -1.24  -1.77
H  -6.49  -1.01  -3.18
H  -2.82  -1.85  -2.75
H  -2.80  -1.85  -4.57
H  -4.31  -2.02  -3.60
H  -2.40  -0.04  -5.59
H  -2.60  2.38  -5.85
H  -3.60  3.78  -4.20
H  -4.85  4.02  -2.30
H  -4.16  3.08  -0.98
H  -5.76  2.66  -1.49
O  5.24  0.48  -3.06
H  4.50  -0.04  -3.48
H  4.75  1.32  -2.91
C  2.11  -1.74  3.15
C  0.67  -2.17  3.01
C  -0.33  -1.02  3.21
C  0.43  -3.21  4.11
C  0.42  -2.83  1.75
N  0.39  -3.48  0.81
H  2.40  -1.05  3.96
H  2.19  -1.03  2.35
H  2.84  -2.53  3.15
H  -0.03  -0.47  4.12
H  -1.30  -1.46  3.37
H  -0.34  -0.28  2.43
H  0.66  -2.74  5.06
H  0.97  -4.15  3.98
H  -0.63  -3.44  4.17
C  0.50  3.43  -1.94
N  0.67  2.07  -2.59
C  -0.40  1.23  -2.88
C  -0.04  0.09  -3.53
C  1.26  -0.11  -3.97
N  2.26  0.65  -3.61
C  1.99  1.75  -2.82
O  2.85  2.49  -2.30
N  1.46  -1.16  -4.82
H  1.12  4.11  -2.51
H  0.77  3.39  -0.89
H  -0.51  3.68  -1.94
H  -1.41  1.44  -2.58
H  -0.83  -0.60  -3.75
H  0.75  -1.86  -4.94
H  2.45  -1.37  -5.05

Values from the calculation:
Frontier orbital gap (alpha / beta), eV: 3.4 / 6.3
Charge: +1
Energy relative to the best compared isomer or geometry (same formula, charge and spin), kJ/mol: 220.4
M, g mol⁻¹: 1038.6
<S²>: 0.755
HOMO (alpha / beta), eV: -6.542 / -9.473
LUMO energy (alpha / beta), eV: -3.1843 / -3.1842
Spin multiplicity: 2

---

C46H61MnN9O2P as an isolated structure, computed with ωB97M-V/def2-TZVPD.

CARTESIAN COORDINATES (ANGSTROEM)
Mn  0.32  -0.18  0.15
N  -0.23  1.51  3.11
C  0.21  2.33  2.10
C  0.18  3.71  2.32
C  0.75  4.56  1.40
C  1.35  4.00  0.27
C  1.30  2.64  0.11
N  0.71  1.79  0.98
C  -0.41  0.14  3.07
C  1.17  -1.64  3.65
C  0.44  -2.86  3.18
C  -0.65  -2.82  2.38
C  -1.25  -1.68  1.80
N  -1.00  -0.36  2.02
H  -0.16  1.90  4.04
H  -0.27  4.09  3.23
H  0.74  5.63  1.55
H  1.86  4.62  -0.46
H  1.77  2.17  -0.74
H  1.85  -1.93  4.46
H  0.78  -3.82  3.55
H  -1.10  -3.77  2.09
H  -2.08  -1.84  1.13
C  5.39  -3.39  3.63
C  4.32  -4.35  3.18
C  4.13  -5.58  3.80
C  3.16  -6.46  3.37
C  2.35  -6.12  2.29
C  2.52  -4.90  1.66
C  3.50  -4.02  2.10
N  3.72  -2.75  1.46
C  2.64  -2.20  0.73
N  2.51  -2.60  -0.55
C  1.28  -2.67  -1.27
C  0.18  -1.89  -0.88
C  -1.03  -2.21  -1.50
C  -1.13  -3.17  -2.49
C  0.00  -3.84  -2.92
C  1.22  -3.62  -2.30
C  2.43  -4.41  -2.71
N  1.86  -1.33  1.26
C  1.99  -0.92  2.60
C  0.11  -0.64  4.26
C  0.74  0.19  5.33
C  1.97  0.76  5.25
C  2.87  0.79  4.15
C  2.81  0.15  2.90
C  3.75  0.65  1.82
H  5.71  -3.62  4.65
H  5.03  -2.37  3.60
H  6.27  -3.46  2.99
H  4.76  -5.84  4.65
H  3.03  -7.41  3.87
H  1.59  -6.81  1.94
H  1.86  -4.63  0.84
H  4.59  -2.75  0.94
H  3.19  -3.29  -0.84
H  -1.93  -1.69  -1.17
H  -2.09  -3.39  -2.95
H  -0.07  -4.57  -3.72
H  2.22  -4.98  -3.62
H  2.73  -5.13  -1.94
H  3.29  -3.77  -2.93
H  -0.71  -1.23  4.68
H  0.17  0.32  6.24
H  2.29  1.34  6.11
H  3.71  1.47  4.28
H  4.10  1.66  2.05
H  3.26  0.67  0.85
H  4.62  -0.01  1.74
C  1.08  -0.50  -4.22
C  2.01  0.15  -3.22
O  1.33  0.52  -2.02
H  1.62  -0.79  -5.12
H  0.29  0.21  -4.51
H  0.61  -1.38  -3.78
H  2.47  1.05  -3.66
H  2.81  -0.53  -2.94
H  0.42  0.76  -2.25
O  -1.20  0.88  -1.10
P  -2.25  1.82  -1.58
N  -3.50  1.01  -2.29
C  -4.92  1.40  -2.25
C  -5.44  1.06  -3.65
C  -4.60  -0.16  -4.02
C  -3.22  0.22  -3.51
N  -2.80  2.70  -0.29
C  -3.51  3.98  -0.38
C  -4.70  3.82  0.56
C  -4.13  2.92  1.66
C  -3.23  1.94  0.90
N  -1.63  2.84  -2.73
C  -0.48  3.70  -2.39
C  -0.46  4.74  -3.51
C  -1.94  4.92  -3.83
C  -2.45  3.48  -3.78
H  -5.06  2.45  -1.99
H  -5.45  0.79  -1.51
H  -5.24  1.88  -4.34
H  -6.51  0.87  -3.65
H  -4.60  -0.37  -5.09
H  -4.97  -1.04  -3.49
H  -2.69  0.83  -4.26
H  -2.59  -0.63  -3.27
H  -3.80  4.21  -1.41
H  -2.85  4.78  -0.03
H  -5.52  3.31  0.05
H  -5.06  4.77  0.93
H  -4.91  2.41  2.22
H  -3.54  3.52  2.36
H  -3.79  1.04  0.61
H  -2.37  1.62  1.49
H  0.44  3.11  -2.35
H  -0.62  4.17  -1.41
H  0.07  4.35  -4.38
H  0.03  5.67  -3.19
H  -2.12  5.38  -4.80
H  -2.42  5.52  -3.06
H  -2.27  2.98  -4.74
H  -3.52  3.41  -3.56

Values from the calculation:
Frontier orbital gap (alpha / beta), eV: 7.1 / 5.6
Charge: +1
Energy relative to the best compared isomer or geometry (same formula, charge and spin), kJ/mol: 494.4
M, g mol⁻¹: 858.0
<S²>: 8.935
HOMO (alpha / beta), eV: -8.730 / -8.431
LUMO energy (alpha / beta), eV: -1.6629 / -2.8672
Spin multiplicity: 6

---

C46H62Cl3N5O10PtS4Si as an isolated structure, computed with ωB97M-V/def2-TZVPD.

CARTESIAN COORDINATES (ANGSTROEM)
Pt  -0.39  -0.47  -1.03
S  2.76  -2.07  2.03
C  1.75  -1.40  0.97
N  1.04  -0.79  0.27
C  -5.32  5.03  3.14
C  -4.20  4.45  2.27
C  -3.07  3.90  3.13
N  -1.96  3.45  2.29
C  -1.64  2.18  1.98
S  -0.99  1.88  0.45
N  -1.90  1.19  2.87
C  -1.91  1.26  4.28
O  -2.57  0.47  4.90
C  -0.98  2.22  4.96
C  0.24  2.59  4.39
C  1.11  3.40  5.11
C  0.76  3.84  6.38
C  -0.45  3.47  6.94
C  -1.31  2.64  6.24
H  -6.13  5.41  2.52
H  -4.95  5.86  3.75
H  -5.72  4.28  3.81
H  -3.81  5.22  1.60
H  -4.59  3.65  1.64
H  -3.44  3.07  3.72
H  -2.70  4.66  3.83
H  -1.69  4.09  1.56
H  -1.79  0.22  2.52
H  0.52  2.25  3.40
H  2.06  3.68  4.67
H  1.44  4.48  6.93
H  -0.71  3.80  7.94
H  -2.25  2.31  6.67
C  5.11  0.15  -0.64
C  4.00  1.08  -1.10
C  3.42  1.84  0.08
C  4.49  2.03  -2.18
O  2.90  0.30  -1.64
Si  2.80  -1.05  -2.49
S  0.69  -1.48  -2.80
O  3.49  -2.26  -1.68
C  3.58  -3.69  -1.87
C  4.91  -4.09  -1.25
C  2.42  -4.34  -1.13
C  3.54  -4.04  -3.35
O  3.45  -0.96  -3.97
C  3.10  -0.39  -5.24
C  2.40  0.95  -5.05
C  4.42  -0.20  -5.98
C  2.21  -1.37  -5.99
H  5.90  0.73  -0.17
H  5.54  -0.39  -1.49
H  4.73  -0.58  0.08
H  4.17  2.52  0.50
H  3.10  1.15  0.86
H  2.55  2.42  -0.24
H  5.31  2.63  -1.81
H  3.68  2.69  -2.49
H  4.84  1.46  -3.05
H  4.94  -3.78  -0.21
H  5.73  -3.62  -1.78
H  5.04  -5.17  -1.30
H  2.46  -4.08  -0.07
H  2.48  -5.43  -1.23
H  1.46  -4.01  -1.53
H  4.34  -3.53  -3.89
H  2.58  -3.76  -3.79
H  3.66  -5.12  -3.47
H  3.07  1.69  -4.62
H  1.54  0.82  -4.38
H  2.03  1.33  -6.00
H  5.08  0.45  -5.41
H  4.25  0.26  -6.96
H  4.92  -1.16  -6.12
H  1.28  -1.54  -5.45
H  2.72  -2.33  -6.10
H  1.97  -0.99  -6.98
Cl  -3.69  -0.86  -0.09
C  -3.51  -2.35  -1.00
Cl  -4.18  -3.69  -0.05
Cl  -4.39  -2.22  -2.53
C  -2.01  -2.76  -1.31
O  -1.81  -3.56  -2.17
O  -1.09  -2.28  -0.47
O  -1.31  -1.24  2.12
S  -0.90  -2.61  2.59
C  -0.22  -2.35  4.24
C  -0.19  -3.37  5.18
C  0.41  -3.13  6.41
C  0.97  -1.89  6.68
C  0.94  -0.88  5.72
C  0.35  -1.12  4.49
C  -2.38  -3.47  3.07
C  -3.47  -2.78  3.59
C  -4.62  -3.47  3.90
C  -4.69  -4.85  3.69
C  -3.60  -5.53  3.17
C  -2.44  -4.84  2.85
H  -0.65  -4.33  4.98
H  0.43  -3.91  7.16
H  1.44  -1.70  7.64
H  1.38  0.08  5.93
H  0.34  -0.36  3.71
H  -3.40  -1.71  3.74
H  -5.48  -2.95  4.30
H  -5.59  -5.39  3.93
H  -3.65  -6.60  3.01
H  -1.59  -5.35  2.41
C  -3.56  3.01  -2.06
C  -3.58  2.14  -3.31
C  -2.19  1.76  -3.85
C  -2.36  0.87  -5.10
C  -1.05  0.42  -5.73
C  -1.45  3.03  -4.25
O  -1.87  3.79  -5.08
N  -0.26  3.27  -3.59
C  0.36  2.53  -2.58
O  1.37  2.93  -2.07
N  -0.27  1.33  -2.26
C  -1.42  1.01  -2.80
O  -1.90  -0.08  -2.36
H  -4.58  3.27  -1.77
H  -3.03  3.95  -2.24
H  -3.09  2.51  -1.22
H  -4.10  2.65  -4.12
H  -4.11  1.20  -3.11
H  -2.94  1.45  -5.81
H  -2.96  0.01  -4.80
H  -0.43  1.27  -5.99
H  -1.25  -0.14  -6.64
H  -0.48  -0.22  -5.05
H  0.22  4.13  -3.83

Values from the calculation:
Frontier orbital gap, eV: 6.3
Charge: 0
Energy relative to the best compared isomer or geometry (same formula, charge and spin), kJ/mol: 56.6
M, g mol⁻¹: 1302.8
HOMO, eV: -8.094
LUMO energy, eV: -1.7948

---

Q: Which of these has the highest energy relative to the best compared isomer or geometry (same formula, charge and spin)?
A: C46H59N9O5PSeZr

---

Q: Which value of M does entry 4 give?
A: 1302.8 g mol⁻¹